[1]
# C4H8O3

2 unconnected molecules or ions with the total composition C4H8O3 (the ωB97M-V functional and the def2-TZVPD basis, the OMol25 dataset).

Summary:
Maximum force, eV/Å: 0.82
Highest occupied orbital energy, Ha: -0.3739
Relative energy (zero: lowest compared OMol25 entry of this formula, charge and spin), kJ/mol: 92.99
Lowest unoccupied orbital energy, eV: 0.7
Gap between HOMO and LUMO, eV: 10.9
Molecular weight, g/mol: 104.105
Total charge: 0
E_tot, eV: -10420.0398

Geometry (Å):
O1 1.22 -0.47 1.01
O2 0.30 1.02 3.10
O3 -1.14 1.55 1.44
C1 0.92 -0.87 -0.09
C2 0.06 -0.63 -2.47
C3 -0.24 -0.45 -0.97
C4 -0.75 1.64 2.58
H1 -1.02 -1.20 -0.84
H2 -1.25 2.26 3.34
H3 0.70 0.48 2.37
H4 0.48 -1.63 -2.69
H5 1.54 -1.65 -0.55
H6 -0.85 -0.57 -3.08
H7 -0.64 0.53 -0.68
H8 0.76 0.11 -2.84

---

[2]
# C5H14

2 unconnected molecules or ions with the total composition C5H14 at a distorted geometry (the ωB97M-V functional and the def2-TZVPD basis, the OMol25 dataset).

Summary:
Maximum force, eV/Å: 2.97
2S+1: 2
⟨S²⟩: 0.75
Highest occupied orbital energy (alpha / beta), Ha: -0.5363 / -0.5363
Relative energy (zero: lowest compared OMol25 entry of this formula, charge and spin), kJ/mol: 90.91
Lowest unoccupied orbital energy (alpha / beta), eV: -3.2 / -10.6
Gap between HOMO and LUMO (alpha / beta), eV: 11.4 / 4.0
Molecular weight, g/mol: 74.167
Total charge: +1
E_tot, eV: -5400.1632

Geometry (Å):
C1 1.78 -1.00 1.00
C2 -1.88 1.35 -1.51
C3 0.28 -1.35 1.23
C4 -1.76 1.93 -0.05
C5 1.80 -1.01 -0.55
H1 2.25 -1.91 1.46
H2 -1.66 2.11 -2.26
H3 2.89 -1.23 -0.77
H4 -0.49 -0.80 0.66
H5 -2.93 1.15 -1.73
H6 1.44 -0.04 -0.87
H7 -2.59 1.57 0.57
H8 -0.01 -2.34 0.85
H9 -1.31 0.42 -1.43
H10 -2.02 2.97 -0.20
H11 -0.76 1.76 0.36
H12 1.36 -1.93 -0.95
H13 2.33 -0.17 1.43
H14 0.14 -1.31 2.31

---

[3]
# C20H68N6O14

14 unconnected molecules or ions with the total composition C20H68N6O14 at a distorted geometry (the ωB97M-V functional and the def2-TZVPD basis, the OMol25 dataset).

Summary:
Maximum force, eV/Å: 9.39
Highest occupied orbital energy, Ha: -0.3221
Relative energy (zero: lowest compared OMol25 entry of this formula, charge and spin), kJ/mol: 118.00
Lowest unoccupied orbital energy, eV: -0.2
Gap between HOMO and LUMO, eV: 8.6
Molecular weight, g/mol: 616.792
Total charge: 0
E_tot, eV: -59443.1708

Geometry (Å):
O1 -16.66 11.91 -17.17
O2 -12.29 9.20 -15.93
O3 -7.66 9.49 -14.90
O4 -10.59 10.52 -10.94
O5 -10.01 4.45 -17.07
O6 -14.84 4.24 -16.61
O7 -17.35 10.46 -19.77
O8 -8.13 6.01 -15.56
O9 -11.75 9.19 -22.17
O10 -13.25 12.28 -13.31
O11 -12.49 4.20 -12.65
O12 -11.67 6.49 -19.60
O13 -14.48 8.25 -14.79
O14 -12.04 11.98 -15.59
N1 -9.43 6.64 -18.61
N2 -15.63 12.47 -15.16
N3 -14.46 12.50 -17.00
N4 -10.00 7.41 -16.09
N5 -10.12 8.12 -20.05
N6 -9.34 7.03 -13.97
C1 -9.60 10.52 -11.89
C2 -12.52 8.70 -17.23
C3 -17.20 9.23 -19.10
C4 -10.99 11.99 -17.70
C5 -11.37 4.45 -17.29
C6 -14.83 5.39 -17.44
C7 -15.28 8.82 -15.78
C8 -9.19 6.90 -15.24
C9 -10.26 10.62 -13.25
C10 -13.68 10.93 -13.19
C11 -12.82 5.79 -14.25
C12 -11.06 12.63 -16.31
C13 -12.77 9.33 -21.28
C14 -13.13 4.39 -13.90
C15 -7.13 9.55 -16.18
C16 -16.64 9.22 -15.27
C17 -15.98 8.43 -19.56
C18 -15.64 12.26 -16.45
C19 -8.22 10.28 -17.01
C20 -10.40 7.08 -19.35
H1 -15.90 8.24 -20.66
H2 -9.68 5.75 -18.14
H3 -6.94 8.57 -16.53
H4 -12.89 7.64 -17.32
H5 -9.78 7.20 -17.14
H6 -11.06 11.31 -11.06
H7 -17.27 9.73 -15.98
H8 -13.26 12.53 -12.36
H9 -11.77 5.99 -14.29
H10 -15.30 3.52 -17.03
H11 -11.26 13.69 -16.49
H12 -14.83 12.83 -14.65
H13 -9.81 4.26 -16.15
H14 -13.50 8.58 -21.07
H15 -12.63 3.61 -14.50
H16 -16.50 12.29 -14.68
H17 -9.02 9.63 -11.86
H18 -15.65 5.35 -18.17
H19 -8.85 11.29 -11.66
H20 -13.30 5.95 -15.17
H21 -14.20 4.27 -13.80
H22 -10.09 12.60 -15.79
H23 -13.23 9.25 -17.82
H24 -10.34 12.58 -18.32
H25 -14.82 9.72 -16.14
H26 -11.01 11.36 -13.42
H27 -15.34 8.22 -16.64
H28 -9.05 9.56 -17.12
H29 -12.08 9.02 -23.08
H30 -15.00 6.28 -16.86
H31 -6.24 10.12 -16.19
H32 -11.62 4.10 -18.30
H33 -11.92 12.11 -14.66
H34 -12.39 9.55 -20.28
H35 -9.53 10.65 -14.08
H36 -7.91 10.50 -17.98
H37 -8.60 6.72 -13.35
H38 -12.95 10.30 -12.81
H39 -10.06 7.49 -13.46
H40 -18.10 8.67 -19.23
H41 -8.46 6.93 -18.63
H42 -16.61 9.89 -14.38
H43 -11.99 11.93 -18.26
H44 -9.32 8.68 -19.95
H45 -14.56 10.78 -12.58
H46 -10.84 8.45 -20.72
H47 -11.62 8.78 -17.80
H48 -17.20 9.44 -18.01
H49 -12.29 10.18 -15.98
H50 -11.74 3.75 -16.63
H51 -13.39 10.18 -21.54
H52 -8.52 9.08 -15.03
H53 -10.88 7.94 -15.82
H54 -11.94 5.39 -17.01
H55 -13.99 5.52 -18.06
H56 -14.46 12.15 -17.94
H57 -13.80 10.64 -14.24
H58 -10.67 10.95 -17.76
H59 -13.64 12.46 -16.41
H60 -10.77 9.70 -13.45
H61 -8.63 11.20 -16.58
H62 -15.06 8.93 -19.28
H63 -17.90 11.05 -19.17
H64 -17.25 8.30 -14.93
H65 -12.91 3.60 -12.04
H66 -13.54 8.36 -15.06
H67 -13.23 6.44 -13.46
H68 -15.91 7.39 -19.09

---

[4]
# C3H8N2O3S

C3H8N2O3S in the gas phase at a distorted geometry (the ωB97M-V functional and the def2-TZVPD basis, the OMol25 dataset).

Summary:
Maximum force, eV/Å: 3.86
Highest occupied orbital energy, Ha: -0.3112
Relative energy (zero: lowest compared OMol25 entry of this formula, charge and spin), kJ/mol: 372.10
Lowest unoccupied orbital energy, eV: -0.2
Gap between HOMO and LUMO, eV: 8.2
Molecular weight, g/mol: 152.175
Total charge: 0
E_tot, eV: -23195.2448

Geometry (Å):
S1 2.32 -0.22 -0.23
O1 2.07 -1.53 -0.86
O2 3.63 -0.47 0.66
O3 2.53 0.94 -1.01
N1 1.14 -0.04 0.83
N2 -1.42 -0.24 -0.32
C1 0.33 1.07 0.63
C2 -0.60 0.89 -0.67
C3 -0.83 -1.37 -0.05
H1 4.09 -1.18 0.18
H2 0.12 -1.69 -0.37
H3 -1.38 -2.06 0.45
H4 0.15 0.52 -1.52
H5 -0.49 1.22 1.51
H6 0.90 2.10 0.38
H7 -2.35 -0.16 0.11
H8 -1.23 1.85 -0.74

---

[5]
# C4H12BrNO

2 unconnected molecules or ions with the total composition C4H12BrNO at a distorted geometry (the ωB97M-V functional and the def2-TZVPD basis, the OMol25 dataset).

Summary:
Maximum force, eV/Å: 3.57
Highest occupied orbital energy, Ha: -0.2151
Relative energy (zero: lowest compared OMol25 entry of this formula, charge and spin), kJ/mol: 199.99
Lowest unoccupied orbital energy, eV: -1.1
Gap between HOMO and LUMO, eV: 4.7
Molecular weight, g/mol: 170.050
Total charge: 0
E_tot, eV: -77919.6898

Geometry (Å):
Br1 -2.85 2.70 -4.37
O1 0.32 -1.33 -1.18
N1 0.44 1.36 -0.20
C1 0.10 0.25 0.73
C2 -0.93 0.93 1.76
C3 1.50 -2.08 -0.70
C4 -0.57 -0.84 -0.15
H1 -0.96 -1.73 0.34
H2 1.31 -3.15 -0.79
H3 1.00 -0.17 1.17
H4 -0.12 1.50 -1.03
H5 2.41 -1.87 -1.26
H6 -1.23 0.34 2.62
H7 -1.93 1.09 1.35
H8 -0.55 1.83 2.25
H9 1.40 1.19 -0.46
H10 1.67 -1.84 0.35
H11 0.43 2.27 0.24
H12 -1.46 -0.45 -0.64

---

[6]
# C4H8P2

2 unconnected molecules or ions with the total composition C4H8P2 at a distorted geometry (the ωB97M-V functional and the def2-TZVPD basis, the OMol25 dataset).

Summary:
Maximum force, eV/Å: 4.01
Highest occupied orbital energy (alpha / beta), Ha: -0.3137 / -0.2969
Relative energy (zero: lowest compared OMol25 entry of this formula, charge and spin), kJ/mol: 666.12
Lowest unoccupied orbital energy (alpha / beta), eV: -0.9 / -1.0
Gap between HOMO and LUMO (alpha / beta), eV: 7.6 / 7.1
Molecular weight, g/mol: 118.056
Total charge: 0
E_tot, eV: -22847.5444

Geometry (Å):
P1 0.53 -1.48 -0.05
P2 -2.18 -0.16 0.88
C1 1.88 -0.26 0.18
C2 1.16 -0.39 1.38
C3 -2.17 -0.96 -0.84
C4 -0.88 -0.44 -0.41
H1 -2.53 1.24 0.43
H2 1.59 -0.91 2.34
H3 0.38 0.47 1.54
H4 1.50 0.76 -0.54
H5 2.91 -0.46 0.02
H6 -2.43 -2.05 -0.74
H7 -2.88 -0.30 -1.30
H8 0.76 1.49 -0.93

---

[7]
# C24H40BrClINO7

3 unconnected molecules or ions with the total composition C24H40BrClINO7 (the ωB97M-V functional and the def2-TZVPD basis, the OMol25 dataset).

Summary:
Maximum force, eV/Å: 0.76
Highest occupied orbital energy, Ha: -0.3114
Lowest unoccupied orbital energy, eV: 0.1
Gap between HOMO and LUMO, eV: 8.6
Molecular weight, g/mol: 696.845
Total charge: 0
E_tot, eV: -132021.3564

Geometry (Å):
I1 -2.69 0.24 1.52
Br1 -5.52 2.43 0.54
Cl1 -4.11 5.07 0.15
O1 3.65 -1.37 1.88
O2 0.56 -0.89 -6.81
O3 -0.76 -2.58 -6.16
O4 -3.38 3.47 2.06
O5 -3.03 -0.68 -1.41
O6 2.18 -4.84 6.18
O7 2.19 -4.74 3.94
N1 -2.60 1.31 -0.21
C1 -0.90 0.27 -8.25
C2 2.57 -2.28 1.99
C3 -1.33 3.43 0.20
C4 -3.26 0.69 -1.36
C5 -0.14 2.65 -0.38
C6 -3.55 3.54 4.38
C7 4.13 -3.95 5.19
C8 -3.81 3.36 0.77
C9 -2.96 3.77 5.40
C10 -1.24 -0.91 -3.12
C11 -0.63 -1.54 -6.72
C12 0.29 -0.82 -3.17
C13 2.75 -4.55 4.98
C14 3.04 -4.41 7.25
C15 0.39 0.39 -7.44
C16 2.06 1.85 0.69
C17 0.55 1.69 0.60
C18 3.40 -0.28 1.02
C19 -1.71 -0.71 -7.40
C20 -1.67 -1.02 -1.66
C21 -2.70 2.76 -0.13
C22 4.44 -4.33 6.64
C23 -4.28 3.27 3.14
C24 2.66 0.87 1.71
H1 0.13 1.77 1.60
H2 -2.36 -1.35 -7.98
H3 4.90 -5.32 6.67
H4 3.31 1.38 2.43
H5 -2.95 3.11 -1.14
H6 2.31 2.87 1.01
H7 2.52 1.67 -0.29
H8 -0.43 2.12 -1.29
H9 -0.99 -0.43 -1.03
H10 -4.34 0.82 -1.39
H11 -4.62 2.23 3.18
H12 -2.82 1.17 -2.24
H13 -1.55 -2.06 -1.34
H14 4.05 -2.87 5.05
H15 0.34 0.66 0.28
H16 0.62 0.15 -2.80
H17 0.61 3.39 -0.69
H18 -1.35 4.40 -0.28
H19 -0.68 -0.17 -9.22
H20 -1.20 3.55 1.27
H21 0.68 -1.00 -4.17
H22 2.69 -3.43 7.60
H23 4.83 -4.36 4.48
H24 -5.14 3.95 3.08
H25 1.27 0.59 -8.05
H26 1.97 -2.33 1.07
H27 2.96 -5.12 8.06
H28 4.37 0.07 0.65
H29 -1.70 -0.05 -3.62
H30 0.70 -1.57 -2.49
H31 -2.28 -0.20 -6.62
H32 2.98 -3.27 2.17
H33 -1.38 1.23 -8.41
H34 -1.53 -1.83 -3.63
H35 5.09 -3.63 7.16
H36 0.32 1.15 -6.66
H37 -2.42 3.79 6.32
H38 1.89 -2.03 2.82
H39 1.85 0.42 2.29
H40 2.80 -0.59 0.16